# C3H7NO

A single C3H7NO molecule (wB97M-V/def2-TZVPD, the OMol25 dataset).

```
! wB97M-V def2-TZVPD RIJCOSX def2/J DEFGRID3
* xyz 0 1
C 0.33174 -0.25937 1.17769
C -0.14855 -0.11591 -0.26281
N -0.74673 -1.07914 -0.88624
O -1.76624 -1.50002 -0.04838
C 0.51131 0.92570 -1.08484
H 1.40633 -0.48205 1.05463
H -0.11336 -1.09879 1.71667
H 0.25846 0.64262 1.78524
H -1.77725 -0.59860 0.39972
H 1.57208 0.68954 -1.14416
H 0.40073 1.91579 -0.62454
H 0.07148 0.96022 -2.08299
*
```

Its SMILES is CC(C)=NO. The value obtained for the HOMO-LUMO gap is 9.37 eV.

***

# C11H15N

2 unconnected molecules or ions with the total composition C11H15N (wB97M-V/def2-TZVPD, the OMol25 dataset).

```
! wB97M-V def2-TZVPD RIJCOSX def2/J DEFGRID3
* xyz 0 1
C 1.85943 2.60409 1.49013
C -0.19918 1.21597 0.77634
C 0.90787 1.48924 1.70346
C -1.00361 0.22798 1.45212
C 0.96061 0.50274 2.68333
C -0.66291 1.69111 -0.48009
C -1.77870 1.04919 -1.09567
C -2.44051 -0.00270 -0.48161
C -2.13723 -0.40648 0.80069
N -0.24418 -0.29707 2.58892
H -0.16863 2.48751 -1.07592
H -2.07335 1.28938 -2.06188
H -3.28362 -0.46797 -1.05712
H 2.07295 3.04512 0.46147
H 2.90352 2.43318 1.72726
H 1.63591 0.44285 3.52846
H -0.77933 -0.71571 3.40099
H -2.76248 -1.03639 1.32552
H 1.47874 3.32594 2.13711
C 1.18778 -2.07106 -1.67131
C 0.23770 -2.59699 -2.79525
H 1.43833 -1.07682 -1.63282
H 0.74683 -2.34717 -0.72426
H 2.16005 -2.66748 -1.77611
H -0.57567 -3.27910 -2.36381
H 0.85264 -3.06579 -3.58149
H -0.33294 -1.77358 -3.27849
*
```

Its SMILES is Cc1c[nH]c2ccccc12.CC. The value obtained for the HOMO-LUMO gap is 8.86 eV.

***

# C15H24BNO5

2 unconnected molecules or ions with the total composition C15H24BNO5 (wB97M-V/def2-TZVPD, the OMol25 dataset).

```
! wB97M-V def2-TZVPD RIJCOSX def2/J DEFGRID3
* xyz 0 1
C 8.18967 0.22008 0.16214
O 7.60939 0.68357 -1.11114
B 6.32413 1.23505 -0.73296
O 6.27526 2.62064 -0.34986
C 5.01400 0.23408 -0.71716
O 5.05829 -0.65741 0.17571
O 3.97241 0.35873 -1.66082
C 2.74523 -0.27810 -1.21651
C 2.72860 -1.87471 -1.48711
C 1.52667 -2.56920 -0.68636
N 1.77350 -3.60597 0.08917
C 1.41751 0.37529 -1.89144
C 0.51144 1.06896 -0.76116
C -1.06843 1.03613 -1.08783
C -1.89007 0.94980 0.30682
O -2.48223 -0.37933 0.38822
H 8.49965 -0.87917 0.11467
H 9.05985 0.87604 0.48883
H 7.37949 0.31758 0.97813
H 6.51410 2.66040 0.60716
H 2.63800 -0.04255 -0.09461
H 2.65596 -2.12469 -2.59620
H 3.68666 -2.37482 -1.10562
H 0.44226 -2.19224 -0.72208
H 0.89170 -3.92979 0.52857
H 0.82271 -0.44837 -2.42150
H 1.69877 1.13066 -2.70847
H 0.82525 2.16916 -0.66057
H 0.63882 0.60556 0.27376
H -1.36735 0.16484 -1.75806
H -1.33358 2.04096 -1.55808
H -2.67657 1.78880 0.38508
H -1.21803 1.06770 1.22119
H -2.88681 -0.49217 1.28048
C -7.00712 -0.71560 2.70817
C -7.90550 0.33214 2.53434
C -7.89376 1.07129 1.35577
C -6.98929 0.75614 0.34624
C -6.09327 -0.29404 0.51849
C -6.09897 -1.02734 1.70087
H -7.01434 -1.28961 3.62857
H -8.61517 0.57348 3.31860
H -8.58993 1.89235 1.22328
H -6.98326 1.32928 -0.57461
H -5.38905 -0.54077 -0.26919
H -5.39657 -1.84283 1.83708
*
```

Its SMILES is [H]/N=C/C[C@H](CCCCO)OC(=O)B(O)OC.c1ccccc1. The value obtained for the HOMO-LUMO gap is 9.98 eV.

***

# C9H22N4O7Sr

A molecular structure, C9H22N4O7Sr (wB97M-V/def2-TZVPD, the OMol25 dataset).

```
! wB97M-V def2-TZVPD RIJCOSX def2/J DEFGRID3
* xyz 0 1
O -1.65752 -1.50087 -4.05077
H -0.68954 -1.37394 -3.92275
Sr 0.00382 0.29918 0.25985
N -2.08845 0.55587 -0.51062
N 0.24912 2.20899 -1.00948
N 0.04628 -1.49834 1.66432
N 2.09763 0.45403 1.23402
O -3.12857 -0.01114 0.01899
O -1.08370 -2.35765 1.89267
O 3.09655 1.39475 0.86095
O 1.42008 2.62104 -1.29929
C -0.77684 2.07316 -1.94625
C -2.01700 1.28258 -1.58398
C 1.04101 -1.36170 2.51269
C 2.16817 -0.34617 2.24092
C -3.26676 1.18136 -2.42284
H -3.43668 0.10631 -2.65170
H -3.18044 1.79698 -3.32493
H -4.06940 1.49668 -1.72905
C -0.60206 2.90815 -3.19745
H 0.26904 2.53456 -3.76117
H -0.35849 3.92344 -2.84205
H -1.54411 2.86645 -3.77050
C 1.09905 -2.25841 3.73944
C 3.35932 -0.32293 3.19913
H 0.34903 -3.04985 3.54141
H 0.78276 -1.69863 4.64024
H 2.11105 -2.67913 3.86054
H 3.85744 0.65026 3.02088
H 4.04998 -1.14160 2.92231
H 3.03063 -0.42576 4.25121
H -1.69517 -2.21246 1.10014
H 2.66462 1.92232 0.09048
C 1.39591 -1.08359 -1.45338
H 1.04022 -1.68474 -2.35199
H 1.64063 -1.56727 -0.51475
H 1.91142 -0.14702 -1.68288
O -2.49212 -3.41555 -1.11931
H -2.57565 -3.15813 -2.09358
H -1.58507 -3.14705 -0.92697
O -0.77563 1.93227 2.13721
H -0.20015 2.71694 2.01314
H -0.46041 1.51661 2.96511
*
```

The value obtained for the HOMO-LUMO gap (spin up / spin down) is 3.65 / 4.20 eV.

***

no.,E_tot (eV)
1,-6758.968
2,-13138.950
3,-28346.613
4,-30805.524